1.
This record from the OMol25 dataset describes C52H51BF15GeN7PtS as an isolated structure. The level of theory is wB97M-V/def2-TZVPD.

molecular weight: 1369.57 g mol⁻¹
multiplicity: 3
total charge: 0
relative energy (zero: lowest compared OMol25 entry of this formula, charge and spin): 0.0 kcal per mole
HOMO energy (alpha / beta): -8.02 / -8.37 eV
E_tot: -177219.534 eV
max |F|: 0.8 eV/Å
frontier orbital gap (alpha / beta): 7.9 / 7.7 eV
⟨S²⟩: 2.0072

Geometry as XYZ:
```
129
Properties=species:S:1:pos:R:3:forces:R:3
Pt 0.106 -0.152 -0.469 0.12 -0.46 0.27
C 4.894 -0.482 -1.236 -0.03 -0.04 0.02
C 3.682 0.162 -1.923 -0.02 0.04 -0.03
C 2.764 -0.920 -2.458 -0.02 -0.02 -0.03
C 3.065 1.175 -0.988 0.12 -0.09 0.05
C 3.793 2.249 -0.462 -0.03 0.04 0.01
C 2.956 2.910 0.410 0.06 0.03 -0.03
C 3.480 3.891 1.434 0.01 -0.06 -0.01
C 3.500 3.197 2.802 -0.07 -0.01 0.00
C 2.884 5.289 1.514 -0.04 0.03 -0.07
N 1.751 2.293 0.353 0.02 -0.16 0.10
N 1.840 1.203 -0.466 -0.29 0.35 -0.17
B 0.401 2.616 1.052 0.12 0.05 0.03
N -0.798 2.660 0.031 0.08 -0.04 -0.16
N -1.334 1.427 -0.191 -0.05 0.03 -0.01
C -2.521 1.571 -0.767 -0.02 0.11 -0.02
C -2.749 2.931 -0.969 0.00 0.02 0.05
C -1.646 3.596 -0.459 -0.06 0.00 0.12
C -1.494 5.096 -0.539 0.01 -0.06 -0.07
C -2.664 5.809 0.146 -0.02 0.00 -0.01
C -0.173 5.668 -0.065 0.09 0.01 0.08
C -3.484 0.458 -1.059 -0.06 0.06 0.00
C -3.256 -0.198 -2.422 0.03 -0.02 0.02
C -3.543 -0.566 0.072 0.09 -0.17 0.02
N 0.090 1.519 2.102 -0.09 -0.04 0.11
N 0.217 0.186 1.817 0.27 0.08 -0.07
C 0.010 -0.482 2.945 -0.13 -0.16 -0.01
C -0.299 0.419 3.970 0.07 0.02 0.01
C -0.248 1.672 3.404 -0.08 0.01 -0.04
C -0.688 2.939 4.097 -0.02 -0.04 0.03
C -1.861 3.591 3.364 0.00 0.05 -0.02
C 0.403 3.953 4.432 0.01 0.00 0.01
C 0.102 -1.974 3.104 0.08 0.02 -0.07
C 0.339 -2.715 1.800 0.32 0.08 0.14
C -1.139 -2.523 3.812 0.02 -0.02 0.03
H 5.388 -1.168 -1.925 0.01 0.00 0.00
H 4.568 -1.056 -0.366 0.00 -0.01 0.00
H 5.626 0.252 -0.902 0.00 0.03 0.00
H 4.052 0.749 -2.772 0.03 -0.02 0.01
H 2.353 -1.526 -1.654 0.06 0.05 -0.05
H 3.334 -1.589 -3.107 0.02 0.01 -0.01
H 1.930 -0.526 -3.035 0.06 -0.01 0.03
H 4.831 2.475 -0.637 0.02 0.00 -0.01
H 4.520 4.028 1.123 0.00 0.00 0.04
H 2.506 2.833 3.067 0.04 0.03 -0.01
H 3.829 3.886 3.582 0.02 0.00 0.00
H 4.173 2.339 2.789 -0.01 -0.02 0.00
H 1.882 5.292 1.930 -0.11 -0.01 0.01
H 2.849 5.769 0.536 -0.02 0.00 -0.04
H 3.513 5.900 2.164 -0.01 0.01 0.00
H 0.513 3.653 1.612 0.00 0.07 0.00
H -3.627 3.382 -1.403 0.00 0.00 -0.01
H -1.574 5.303 -1.613 0.03 0.03 0.00
H -2.659 5.621 1.221 0.01 -0.02 0.02
H -3.625 5.481 -0.248 0.00 0.00 0.00
H -2.582 6.886 -0.008 0.00 0.00 0.00
H -0.120 5.672 1.023 0.03 0.00 0.04
H -0.077 6.701 -0.404 0.00 -0.01 -0.01
H 0.673 5.101 -0.448 0.06 -0.01 0.01
H -4.458 0.958 -1.086 -0.02 -0.04 -0.08
H -2.340 -0.786 -2.425 0.00 0.01 -0.03
H -3.189 0.551 -3.214 -0.01 0.01 0.00
H -4.085 -0.869 -2.655 -0.01 -0.01 0.01
H -2.581 -1.069 0.222 -0.09 0.09 -0.06
H -4.280 -1.328 -0.180 -0.05 -0.05 0.03
H -3.839 -0.100 1.013 0.05 0.02 0.01
H -0.547 0.191 4.993 0.00 -0.01 0.01
H -1.069 2.572 5.055 -0.01 0.03 -0.01
H -1.551 3.960 2.387 0.00 0.02 -0.01
H -2.242 4.438 3.939 -0.01 -0.01 0.01
H -2.675 2.882 3.210 0.00 -0.01 0.00
H 0.783 4.453 3.544 0.01 0.00 -0.03
H 1.244 3.483 4.943 -0.01 -0.01 0.01
H -0.008 4.718 5.094 0.00 0.00 0.00
H 0.967 -2.153 3.753 -0.02 -0.02 0.02
H -0.519 -2.604 1.134 0.15 0.19 0.23
H 0.482 -3.779 2.005 0.25 0.68 -0.05
H 1.216 -2.343 1.268 -0.04 0.08 0.04
H -2.039 -2.276 3.243 -0.01 0.03 -0.01
H -1.255 -2.119 4.817 0.00 0.04 0.00
H -1.075 -3.610 3.891 0.07 0.21 0.15
N -0.057 0.653 -2.773 -0.05 0.23 -0.21
C 0.010 1.758 -3.087 -0.15 -0.07 -0.13
C 0.080 3.139 -3.465 0.06 -0.03 0.12
C 1.189 3.886 -3.074 0.00 0.04 -0.01
C 1.251 5.227 -3.417 0.00 -0.02 0.01
C 0.217 5.810 -4.136 0.00 0.02 0.00
C -0.888 5.059 -4.518 -0.01 -0.02 0.01
C -0.966 3.718 -4.181 0.03 0.03 -0.02
H 1.981 3.417 -2.502 0.01 -0.02 0.02
H 2.107 5.817 -3.119 0.00 0.01 0.00
H 0.270 6.858 -4.401 0.00 0.00 0.00
H -1.691 5.519 -5.078 0.00 0.00 0.00
H -1.820 3.118 -4.464 -0.01 0.00 0.00
F -3.341 -3.766 -1.323 0.05 0.09 0.02
C -3.169 -4.131 -0.046 -0.05 -0.09 -0.02
C -1.910 -4.496 0.405 -0.15 -0.11 -0.02
C -1.833 -4.890 1.728 -0.23 -0.06 -0.04
F -0.661 -5.247 2.275 -0.31 -0.78 0.03
C -2.933 -4.913 2.570 -0.03 -0.12 -0.12
F -2.805 -5.287 3.844 -0.04 -0.03 -0.01
C -4.172 -4.547 2.079 -0.01 0.01 0.01
F -5.240 -4.568 2.872 0.05 0.00 -0.03
C -4.294 -4.158 0.757 -0.05 0.06 0.01
F -5.490 -3.814 0.272 0.07 -0.01 0.03
Ge -0.403 -4.295 -0.851 -0.11 -0.08 -0.01
S -0.252 -2.263 -1.565 -0.09 0.05 -0.22
C -0.754 -5.402 -2.450 0.01 0.00 -0.02
C -1.829 -6.253 -2.634 -0.09 -0.02 0.02
F -2.753 -6.410 -1.675 0.06 -0.05 -0.06
C -2.007 -6.989 -3.794 -0.01 0.00 -0.01
F -3.062 -7.793 -3.937 0.03 0.02 0.00
C -1.075 -6.889 -4.812 -0.01 -0.02 -0.02
F -1.232 -7.591 -5.932 0.01 0.04 0.06
C 0.027 -6.067 -4.655 0.00 -0.01 -0.03
F 0.939 -5.985 -5.626 -0.03 0.00 0.04
C 0.168 -5.349 -3.482 0.04 0.00 -0.01
F 1.268 -4.592 -3.354 -0.02 0.00 0.02
C 1.188 -5.216 -0.140 0.14 0.00 -0.06
C 1.068 -6.550 0.210 0.04 -0.01 -0.08
F -0.125 -7.154 0.104 -0.08 0.02 0.08
C 2.134 -7.316 0.644 0.00 -0.02 0.00
F 1.972 -8.597 0.976 0.00 0.03 -0.01
C 3.389 -6.735 0.716 0.04 -0.01 0.02
F 4.432 -7.451 1.127 -0.06 0.04 -0.02
C 3.556 -5.412 0.349 0.00 -0.03 0.00
F 4.769 -4.858 0.403 -0.03 -0.01 0.01
C 2.461 -4.677 -0.077 0.00 -0.08 0.09
F 2.693 -3.410 -0.427 -0.01 0.04 0.01
```
Forces are in eV/Å.

Löwdin population analysis, charges in e, atoms 1 to 4:
1 Pt 0.97
2 C -0.06
3 C -0.35
4 C -0.12

***

2.
This record from the OMol25 dataset describes C52H51F3N3O4PS as an isolated structure at a distorted geometry. The level of theory is wB97M-V/def2-TZVPD.

molecular weight: 902.03 g mol⁻¹
total charge: 0
HOMO energy: -9.24 eV
E_tot: -95684.545 eV
max |F|: 3.1 eV/Å
frontier orbital gap: 7.7 eV

Geometry as XYZ:
```
115
Properties=species:S:1:pos:R:3:forces:R:3
O 4.461 0.518 1.359 0.41 -0.52 0.20
N 4.665 -0.430 0.714 -0.61 0.39 0.30
O 5.519 -0.110 -0.366 0.22 0.49 -1.12
C 5.001 -0.754 -1.563 -0.55 -0.83 0.80
C 3.484 -0.499 -1.658 1.08 0.44 -0.43
C 3.052 0.789 -1.953 -1.00 -0.97 -0.99
P 4.218 2.185 -2.230 0.63 0.49 3.01
O 4.580 2.707 -0.881 -0.22 0.27 -0.30
C 1.623 1.070 -2.017 0.71 -0.08 0.04
C 0.653 0.127 -1.792 0.12 0.84 -0.34
C -0.804 0.587 -1.844 0.38 -0.45 0.15
C -1.755 -0.354 -2.612 -1.21 0.15 0.33
O -2.932 -0.464 -1.798 0.27 -0.19 -0.01
C -2.236 0.244 -3.979 -0.58 0.05 0.50
F -3.351 0.992 -3.792 0.67 -0.05 -0.18
F -1.325 1.041 -4.570 -0.16 -0.60 -0.05
F -2.616 -0.741 -4.832 0.57 0.35 0.18
C 1.092 -1.203 -1.491 0.81 -0.43 0.03
N 0.292 -2.255 -1.247 1.51 -0.33 0.21
S 1.311 -3.492 -0.932 -0.34 -0.03 -0.10
N 2.780 -2.829 -1.092 -1.27 0.83 -0.29
C 2.532 -1.548 -1.417 -1.02 1.32 -0.01
H 5.483 -0.320 -2.450 0.19 -0.20 0.60
H 5.252 -1.824 -1.458 -0.36 0.33 -0.49
H 3.625 3.262 -2.935 -0.17 -0.83 -0.75
H 5.437 1.766 -2.823 -0.74 -0.15 -0.83
H 1.314 2.097 -2.247 0.08 -0.38 0.05
H -1.175 0.674 -0.804 -0.02 -0.21 -0.50
H -0.826 1.603 -2.268 -0.03 -0.41 0.16
H -1.389 -1.384 -2.748 0.39 0.64 -0.33
H -3.545 -1.095 -2.199 0.12 0.09 0.06
C 2.917 -4.856 2.119 -0.02 -0.01 -0.01
C 1.769 -5.029 2.882 -0.02 -0.01 -0.04
C 1.790 -5.868 3.988 0.01 0.00 0.01
C 2.962 -6.527 4.336 -0.01 0.01 -0.01
C 4.110 -6.351 3.576 -0.01 -0.01 0.00
C 4.087 -5.519 2.464 0.00 -0.01 0.00
H 2.900 -4.203 1.255 0.08 -0.01 0.10
H 0.857 -4.508 2.614 0.02 0.01 0.02
H 0.893 -6.007 4.579 0.02 0.02 0.00
H 2.979 -7.178 5.202 0.00 0.01 -0.02
H 5.024 -6.864 3.849 -0.02 0.01 -0.01
H 4.981 -5.386 1.868 -0.01 0.01 0.02
C -3.221 -1.726 1.839 -0.02 0.03 0.01
C -2.343 -2.606 1.219 0.02 -0.02 0.02
C -2.074 -3.837 1.804 0.07 0.03 -0.04
C -2.688 -4.196 2.996 0.09 0.06 0.09
C -3.570 -3.318 3.611 -0.01 0.03 0.02
C -3.833 -2.081 3.035 0.03 -0.02 -0.04
H -3.429 -0.763 1.388 0.00 -0.03 -0.03
H -1.864 -2.339 0.285 -0.04 0.05 0.02
H -1.381 -4.520 1.324 -0.03 -0.02 0.01
H -2.478 -5.159 3.446 -0.01 0.02 -0.01
H -4.051 -3.597 4.541 0.02 0.01 -0.02
H -4.517 -1.394 3.518 0.00 -0.01 -0.01
C -0.279 4.737 -0.721 0.01 -0.07 0.02
C -1.441 5.438 -1.007 -0.09 -0.01 -0.01
C -1.454 6.374 -2.034 0.03 -0.04 -0.05
C -0.305 6.599 -2.782 -0.02 -0.01 0.03
C 0.858 5.893 -2.498 -0.01 0.00 -0.01
C 0.872 4.966 -1.464 0.07 -0.08 -0.04
H -0.269 4.009 0.083 -0.01 0.02 0.00
H -2.339 5.257 -0.427 0.03 0.02 0.01
H -2.359 6.927 -2.252 0.01 -0.02 0.00
H -0.316 7.325 -3.585 0.00 -0.01 0.02
H 1.754 6.067 -3.082 -0.01 0.02 0.03
H 1.779 4.416 -1.235 0.02 0.07 0.05
C -2.079 3.697 5.151 0.00 -0.02 -0.01
C -2.538 2.436 4.792 0.01 0.02 -0.02
C -2.033 1.808 3.660 -0.02 -0.01 -0.01
C -1.062 2.438 2.893 -0.03 0.03 0.00
C -0.601 3.698 3.254 -0.01 0.02 -0.02
C -1.112 4.329 4.380 0.01 -0.02 -0.02
H -2.475 4.187 6.031 0.01 -0.01 -0.02
H -3.290 1.942 5.394 0.01 0.01 -0.02
H -2.395 0.827 3.377 0.03 0.00 0.02
H -0.663 1.947 2.013 0.01 -0.01 0.02
H 0.159 4.188 2.656 0.00 -0.01 0.02
H -0.755 5.313 4.658 -0.01 -0.02 0.00
C -0.600 8.564 3.495 -0.01 0.00 -0.02
C -1.031 9.884 3.436 0.01 0.00 0.00
C -1.333 10.462 2.210 -0.01 -0.02 0.00
C -1.213 9.718 1.043 0.00 0.02 0.07
C -0.785 8.399 1.104 0.03 -0.02 -0.11
C -0.475 7.823 2.328 -0.02 0.00 0.07
H -0.362 8.114 4.451 0.00 0.02 -0.01
H -1.132 10.461 4.347 0.01 -0.01 -0.02
H -1.663 11.493 2.164 0.00 -0.02 0.01
H -1.453 10.167 0.087 0.01 -0.01 0.02
H -0.692 7.817 0.196 0.02 0.02 0.02
H -0.136 6.795 2.370 -0.02 0.01 -0.02
C 4.295 -0.443 -6.680 0.01 0.01 0.01
C 5.183 -1.316 -7.294 0.01 0.00 0.01
C 5.459 -2.548 -6.715 -0.02 0.01 0.01
C 4.840 -2.911 -5.526 0.02 0.00 -0.01
C 3.949 -2.039 -4.914 -0.01 0.01 0.06
C 3.680 -0.803 -5.488 0.02 0.02 0.02
H 4.082 0.519 -7.130 0.00 -0.02 0.00
H 5.661 -1.037 -8.224 -0.01 0.00 0.02
H 6.156 -3.226 -7.191 -0.02 0.01 0.00
H 5.051 -3.874 -5.077 -0.01 0.02 -0.01
H 3.465 -2.323 -3.987 0.01 -0.02 -0.02
H 2.988 -0.122 -5.006 -0.02 -0.03 -0.01
C -5.083 -8.426 -0.111 0.01 0.00 0.00
C -6.280 -8.658 0.553 0.00 -0.01 0.01
C -6.681 -7.812 1.578 0.01 0.02 0.00
C -5.889 -6.728 1.934 -0.01 -0.03 -0.01
C -4.693 -6.494 1.267 0.02 0.01 -0.02
C -4.288 -7.345 0.248 -0.05 -0.02 0.01
H -4.769 -9.088 -0.909 -0.01 0.01 0.02
H -6.901 -9.499 0.271 0.02 0.01 0.01
H -7.612 -7.997 2.100 0.01 0.01 -0.02
H -6.203 -6.065 2.730 0.02 0.00 -0.02
H -4.077 -5.648 1.544 -0.09 -0.06 -0.05
H -3.353 -7.165 -0.268 -0.02 0.00 0.00
```
Forces are in eV/Å.

Löwdin population analysis, charges in e, atoms 1 to 4:
1 O 0.10
2 N -0.02
3 O -0.13
4 C -0.15